[1]
ORCA calculation (ωB97M-V/def2-TZVPD) on a molecular structure, C26H26AuN2OPTe.

Output
* molecular weight: 738.05 g/mol
* electronic energy: -1935.61443 hartree
* ΔE to the lowest compared entry with this formula, charge and spin: 51.82 kcal per mole
* F_max: 1.819 eV/Å
* gap between HOMO and LUMO (spin up / spin down): 4.0 / 4.3 eV
* HOMO energy (spin up / spin down): -0.5058 / -0.5078 hartree

```
! wB97M-V def2-TZVPD RIJCOSX def2/J DEFGRID3
* xyz 2 1
Au 0.501 0.440 0.719
N -2.375 0.276 -0.643
P -1.070 -0.780 -0.576
C -0.457 -0.940 -2.272
C 0.846 -0.585 -2.584
C 1.264 -0.602 -3.901
C 0.376 -0.972 -4.898
C -0.913 -1.370 -4.577
C -1.342 -1.358 -3.263
C -1.805 -2.339 -0.079
C -1.006 -3.477 -0.234
C -1.470 -4.705 0.192
C -2.726 -4.808 0.777
C -3.520 -3.678 0.930
C -3.058 -2.438 0.529
C -2.237 1.639 -0.481
C -3.324 2.511 -0.594
C -3.103 3.861 -0.406
C -1.817 4.315 -0.128
C -0.805 3.383 -0.022
N -1.023 2.086 -0.186
H -3.308 -0.058 -0.870
H 1.519 -0.307 -1.783
H 2.274 -0.323 -4.155
H 0.685 -0.949 -5.932
H -1.587 -1.687 -5.357
H -2.342 -1.675 -3.001
H -0.033 -3.382 -0.694
H -0.850 -5.581 0.082
H -3.087 -5.765 1.126
H -4.498 -3.764 1.379
H -3.673 -1.562 0.679
H -4.303 2.131 -0.833
H -3.921 4.560 -0.480
H -1.612 5.361 0.018
H 0.214 3.662 0.208
C -0.340 1.132 5.453
C -0.606 0.910 4.009
C -1.992 0.510 3.629
O 0.263 1.053 3.157
H -1.231 1.441 5.993
H 0.465 1.853 5.584
H -0.001 0.187 5.884
H -2.388 -0.238 4.308
H -2.022 0.141 2.605
H -2.632 1.389 3.709
Te 2.733 1.500 1.849
C 4.319 1.164 0.515
C 5.621 1.157 1.032
C 6.687 0.840 0.217
C 6.475 0.546 -1.124
C 5.188 0.579 -1.652
C 4.115 0.888 -0.842
H 5.781 1.396 2.073
H 7.684 0.815 0.625
H 7.313 0.310 -1.762
H 5.035 0.355 -2.696
H 3.118 0.954 -1.254
*
```

=====

[2]
ORCA calculation (ωB97M-V/def2-TZVPD) on a gas-phase ion, C10H19N2 (charge +1).

Output
* molecular weight: 167.28 g/mol
* electronic energy: -501.59629 hartree
* ΔE to the lowest compared entry with this formula, charge and spin: 87.44 kcal per mole
* F_max: 6.772 eV/Å
* gap between HOMO and LUMO: 9.1 eV
* HOMO energy: -0.4620 hartree

```
! wB97M-V def2-TZVPD RIJCOSX def2/J DEFGRID3
* xyz 1 1
C 2.187 1.518 0.232
C 2.027 0.164 -0.409
C 3.064 -0.764 0.158
C 0.638 -0.517 -0.304
C 0.314 -1.791 -0.050
C -1.065 -2.309 0.100
C -2.093 -1.453 0.374
C -1.777 0.078 0.299
C -3.100 0.855 -0.002
N -1.094 0.507 1.598
C -0.813 0.379 -0.878
N -0.927 -0.039 -2.203
H 1.715 2.458 -0.216
H 3.244 1.687 0.100
H 2.104 1.429 1.293
H 2.136 0.306 -1.491
H 4.026 -0.379 0.115
H 3.163 -1.736 -0.234
H 2.876 -0.784 1.181
H 1.177 -2.431 0.077
H -1.276 -3.271 -0.222
H -3.089 -1.859 0.524
H -3.878 0.271 -0.551
H -2.787 1.739 -0.436
H -3.661 0.988 0.981
H -1.392 0.264 2.519
H -1.073 1.586 1.699
H -0.131 0.265 1.611
H -0.404 1.411 -0.834
H -1.251 -1.070 -2.208
H -1.710 0.460 -2.679
*
```